(1)
Entry from the Open Molecules 2025 dataset: a structure of composition C4H9NO3 in a non-equilibrium geometry (ωB97M-V/def2-TZVPD).

Each line ends with the natural charge from an NBO analysis.
Cartesian coordinates (Å):
1 H -0.312 1.633 -1.568  0.223
2 N -0.164 -1.682 -0.246  -0.831
3 C 1.454 -0.095 0.585  0.548
4 O 2.576 -1.156 0.458  -0.768
5 O 2.218 0.899 0.922  -0.718
6 H -1.169 -1.788 -0.161  0.386
7 C -1.192 1.188 -1.104  -0.631
8 C -0.841 0.681 0.297  0.083
9 O -1.991 0.106 0.941  -0.729
10 H -1.971 1.953 -1.051  0.201
11 H -1.542 0.367 -1.730  0.214
12 H 3.084 0.000 0.764  0.534
13 H -0.450 1.511 0.897  0.187
14 H 2.558 -1.531 -0.437  0.506
15 H 0.252 -2.422 0.308  0.373
16 C 0.207 -0.397 0.254  -0.049
17 H -2.719 0.733 0.870  0.470

Values from the calculation:
Frontier orbital gap   8.239 eV
LUMO level   0.0223 hartree
Spin multiplicity   1
F_max   2.19 eV/Å
Molar mass   119.12 g mol⁻¹
Energy relative to the best compared isomer or geometry (same formula, charge and spin)   345.01 kJ/mol
Total energy   -438.1977 hartree

=====

(2)
Entry from the Open Molecules 2025 dataset: a cluster of 10 separate species, C25H45N5O5 in total in a non-equilibrium geometry (ωB97M-V/def2-TZVPD).

Each line ends with the Löwdin charge.
Cartesian coordinates (Å):
1 H 0.142 -0.543 1.509  0.068
2 H 2.290 -1.729 2.967  0.075
3 C 3.798 0.271 0.092  -0.097
4 H 2.942 1.738 3.834  0.074
5 H -0.432 -4.840 0.176  0.068
6 H 1.307 2.260 4.370  0.080
7 O -2.350 -3.949 -3.091  0.049
8 H -3.823 0.464 0.972  0.038
9 H 3.795 0.114 -0.986  0.011
10 C -0.725 -5.201 1.163  -0.014
11 H 0.150 -2.701 -3.803  0.071
12 H 0.232 2.849 -3.194  0.076
13 C 1.674 0.063 4.058  -0.463
14 H -3.444 4.210 0.193  0.068
15 H -2.643 4.030 -1.311  0.074
16 H 0.096 -5.081 1.870  0.077
17 H 2.390 1.443 5.458  0.076
18 C -0.588 5.488 1.440  -0.291
19 C -2.628 -1.674 -2.620  -0.011
20 H 3.338 -0.456 2.640  0.057
21 H -1.246 -0.598 0.367  0.061
22 H 0.711 2.106 -1.625  0.064
23 N 1.176 -0.891 -1.501  0.179
24 C -3.003 -4.180 0.370  -0.025
25 H 3.060 -0.482 0.368  0.023
26 H 3.578 3.885 0.044  0.042
27 C 4.055 2.932 0.272  -0.104
28 C 3.695 -1.038 -4.021  -0.088
29 H -4.430 3.707 -1.236  0.077
30 N 3.269 2.070 -3.395  0.136
31 O -2.186 1.610 -0.862  0.051
32 C -3.140 2.150 -0.367  -0.447
33 C 2.120 2.073 -3.143  -0.261
34 C -3.469 3.626 -0.727  -0.016
35 H 1.035 4.679 0.298  0.079
36 C 2.741 -0.865 3.455  -0.016
37 N -1.429 6.242 1.631  0.099
38 C 3.194 1.693 0.427  -0.620
39 O 0.533 -0.313 4.268  0.022
40 H -2.024 -1.158 4.238  0.093
41 H -0.791 -1.580 -4.673  0.049
42 C -2.105 -1.063 3.155  -0.084
43 C -4.020 1.509 0.732  -0.011
44 H 1.119 4.624 2.194  0.081
45 H -2.836 -1.204 -3.582  0.085
46 O 2.041 1.721 0.852  -0.163
47 H 4.580 3.017 1.223  0.034
48 H 0.222 1.102 -3.052  0.063
49 H -3.972 -3.756 0.632  0.074
50 N -4.487 -1.725 2.352  0.144
51 H 3.632 -0.510 -3.069  0.023
52 C -1.983 -2.836 -3.350  -0.515
53 H -0.745 -3.241 -5.142  0.083
54 H -2.057 -0.022 2.834  0.083
55 N 1.512 -0.758 -5.541  0.117
56 H -0.356 0.916 0.655  0.070
57 H -5.053 1.620 0.404  0.081
58 H -3.890 2.016 1.688  0.085
59 C 2.061 1.475 4.419  -0.034
60 C 2.491 -0.876 -4.894  -0.252
61 C -2.107 -4.548 1.476  -0.495
62 C -3.427 -1.425 2.715  -0.307
63 H -0.837 -6.263 0.943  0.074
64 C 0.726 2.006 -2.710  -0.078
65 H -3.583 -2.001 -2.211  0.080
66 C -0.266 -0.167 0.571  -0.087
67 H 4.562 -0.707 -4.593  0.075
68 O -2.354 -4.341 2.640  0.044
69 H 3.369 -1.202 4.280  0.079
70 C 0.524 -0.601 -0.542  -0.250
71 C -0.829 -2.592 -4.270  -0.047
72 C 0.551 4.554 1.266  -0.066
73 H -1.415 -1.809 2.763  0.076
74 H 4.779 -0.069 0.424  0.038
75 H -2.012 -1.189 -1.863  0.064
76 H 4.771 2.772 -0.534  0.050
77 H -2.498 -3.293 -0.012  0.080
78 H 3.788 -2.069 -3.682  0.074
79 H 0.166 3.535 1.224  0.055
80 H -3.032 -5.021 -0.323  0.094

Values from the calculation:
Frontier orbital gap (alpha / beta)   2.648 / 7.153 eV
LUMO level (alpha / beta)   0.0914 / 0.0901 hartree
Spin multiplicity   2
Expectation value of S²   0.753
F_max   5.92 eV/Å
Molar mass   495.67 g mol⁻¹
Net charge   -1
Total energy   -1629.4412 hartree

=====

(3)
Entry from the Open Molecules 2025 dataset: a cluster of 2 separate species, C5H3F5 in total in a non-equilibrium geometry (ωB97M-V/def2-TZVPD).

Each line ends with the natural charge from an NBO analysis.
Cartesian coordinates (Å):
1 C 1.139 -0.436 0.761  0.589
2 C -2.177 -1.010 -2.335  -0.184
3 C 1.352 0.865 1.409  0.594
4 F 1.992 -1.042 -0.056  -0.279
5 C -2.280 -0.746 -1.181  -0.256
6 F 2.645 1.323 1.204  -0.322
7 C 0.424 0.882 0.202  0.086
8 H -1.967 -1.216 -3.256  0.202
9 H -0.612 1.008 0.456  0.193
10 F 0.290 -1.233 1.378  -0.301
11 H -2.709 -0.679 -0.194  0.237
12 F 0.861 1.299 -1.016  -0.296
13 F 1.043 0.985 2.629  -0.263

Values from the calculation:
Frontier orbital gap   11.669 eV
LUMO level   0.0296 hartree
Spin multiplicity   1
F_max   5.21 eV/Å
Molar mass   158.07 g mol⁻¹
Energy relative to the best compared isomer or geometry (same formula, charge and spin)   296.16 kJ/mol
Total energy   -691.4728 hartree
SMILES   FC1C(F)(F)C1(F)F.C#C

=====

(4)
Entry from the Open Molecules 2025 dataset: an isolated molecule of CH5N3O2 in a non-equilibrium geometry (ωB97M-V/def2-TZVPD).

Each line ends with the natural charge from an NBO analysis.
Cartesian coordinates (Å):
1 N 0.425 0.341 -0.777  -0.304
2 H 0.194 -1.809 0.570  0.185
3 H 0.515 -0.503 -1.369  0.355
4 H -0.475 -0.997 1.991  0.219
5 N 0.751 1.534 -1.286  0.251
6 O 1.357 1.508 -2.337  -0.376
7 H 1.184 -0.614 1.485  0.221
8 H -2.122 0.976 0.177  0.481
9 O -1.693 0.123 0.025  -0.595
10 N -0.321 0.315 0.382  -0.001
11 C 0.186 -0.874 1.138  -0.436

Values from the calculation:
Frontier orbital gap   10.420 eV
LUMO level   0.0299 hartree
Spin multiplicity   1
F_max   1.34 eV/Å
Molar mass   91.07 g mol⁻¹
Energy relative to the best compared isomer or geometry (same formula, charge and spin)   360.20 kJ/mol
Total energy   -355.6870 hartree
SMILES   CN(O)NN=O

=====

(5)
Entry from the Open Molecules 2025 dataset: an isolated molecule of C5H6O (ωB97M-V/def2-TZVPD).

Each line ends with the natural charge from an NBO analysis.
Cartesian coordinates (Å):
1 H -1.350 1.438 0.260  0.201
2 H -0.558 0.142 1.355  0.252
3 H 0.124 -1.290 -1.551  0.273
4 C -0.632 -0.948 0.315  0.228
5 O -1.964 -0.561 0.089  -0.539
6 C 2.762 0.007 -0.253  -0.227
7 C 0.204 -0.436 -0.863  -0.617
8 H -2.202 0.698 1.720  0.229
9 H -0.232 0.423 -1.394  0.228
10 C -1.551 0.549 0.859  -0.251
11 C 1.611 -0.201 -0.534  -0.015
12 H 3.787 0.177 -0.003  0.238

Values from the calculation:
Frontier orbital gap   9.483 eV
LUMO level   0.0317 hartree
Spin multiplicity   1
F_max   0.48 eV/Å
Molar mass   82.10 g mol⁻¹
Energy relative to the best compared isomer or geometry (same formula, charge and spin)   581.82 kJ/mol
Total energy   -269.1246 hartree

=====

(6)
Entry from the Open Molecules 2025 dataset: an isolated molecule of C22H26FN3O2 (ωB97M-V/def2-TZVPD).

Each line ends with the natural charge from an NBO analysis.
Cartesian coordinates (Å):
1 H -0.135 2.715 -2.319  0.196
2 C -0.274 -2.338 1.524  -0.234
3 C -0.165 -5.983 -2.115  0.039
4 C -2.508 2.061 -0.496  -0.304
5 C -1.676 3.039 0.037  0.031
6 H 2.650 3.379 1.966  0.228
7 C 1.472 0.965 0.887  -0.315
8 C 1.338 -0.552 0.982  0.697
9 H 3.325 1.096 1.998  0.220
10 H -0.650 -6.889 -2.455  0.189
11 H -0.577 -2.575 2.549  0.198
12 H 2.871 -5.014 -1.636  0.192
13 H -1.983 -4.885 -1.817  0.212
14 C -0.237 -3.724 -1.334  0.032
15 H -2.756 2.052 -1.547  0.232
16 H -2.234 -1.899 0.759  0.203
17 H -0.681 4.903 -0.259  0.235
18 H -1.704 2.028 3.274  0.215
19 H -1.821 -3.614 0.758  0.214
20 C 2.911 1.442 1.049  -0.384
21 H 0.835 1.443 1.638  0.214
22 C 1.792 -4.940 -1.662  0.045
23 C -1.432 -2.613 0.564  -0.394
24 C 1.014 1.392 -0.506  -0.195
25 C -1.006 -2.508 -0.907  -0.425
26 C 1.994 3.613 -0.011  0.686
27 H -0.394 -1.614 -1.041  0.210
28 H 3.516 1.011 0.251  0.219
29 H 0.594 -2.947 1.263  0.238
30 N 1.156 -6.025 -2.069  -0.426
31 H -1.901 -2.410 -1.525  0.220
32 C 1.151 -3.769 -1.287  -0.280
33 H 0.713 4.267 -2.097  0.239
34 C -1.396 3.013 1.399  -0.262
35 C 2.932 2.964 0.993  -0.500
36 C -2.746 1.045 1.689  -0.343
37 N 1.109 2.826 -0.666  -0.454
38 H -0.025 1.094 -0.671  0.212
39 C -3.025 1.085 0.334  0.410
40 O 2.211 -1.314 0.623  -0.641
41 H -0.553 -0.263 1.697  0.403
42 H -1.739 4.422 -1.599  0.220
43 H 1.725 -2.916 -0.958  0.247
44 H -0.755 3.774 1.819  0.225
45 H -3.177 0.274 2.307  0.235
46 H 1.639 0.886 -1.257  0.201
47 O 2.017 4.818 -0.189  -0.642
48 C -0.905 -4.868 -1.760  -0.274
49 C -1.927 2.031 2.217  -0.144
50 N 0.145 -0.955 1.465  -0.624
51 C -1.032 4.059 -0.852  -0.431
52 F -3.816 0.127 -0.196  -0.325
53 H 3.936 3.334 0.779  0.244
54 C 0.184 3.458 -1.586  -0.203

Values from the calculation:
Frontier orbital gap   9.901 eV
LUMO level   0.0206 hartree
Spin multiplicity   1
F_max   0.78 eV/Å
Molar mass   383.47 g mol⁻¹
Energy relative to the best compared isomer or geometry (same formula, charge and spin)   0.00 kJ/mol
Total energy   -1268.6121 hartree
SMILES   O=C(NCCCc1ccncc1)[C@H]1CCC(=O)N(CCc2cccc(F)c2)C1

=====

(7)
Entry from the Open Molecules 2025 dataset: an isolated molecule of C5H8O (ωB97M-V/def2-TZVPD).

Each line ends with the natural charge from an NBO analysis.
Cartesian coordinates (Å):
1 C 0.083 0.099 -0.149  0.259
2 H 1.635 -1.250 0.354  0.188
3 H 1.660 1.569 0.029  0.252
4 H 0.778 -1.684 -1.120  0.213
5 H 1.647 0.673 -1.493  0.220
6 C -1.180 0.331 0.319  -0.476
7 C 0.630 -1.306 -0.102  -0.136
8 H -1.766 -0.577 0.476  0.194
9 H 0.425 1.945 -1.177  0.260
10 H -2.678 1.524 1.003  0.101
11 C 1.001 1.133 -0.731  -0.692
12 H -0.408 -1.869 1.422  0.471
13 O -0.184 -2.239 0.557  -0.695
14 C -1.644 1.650 0.610  -0.159

Values from the calculation:
Frontier orbital gap   7.393 eV
LUMO level   -0.0289 hartree
Spin multiplicity   1
F_max   0.50 eV/Å
Molar mass   84.12 g mol⁻¹
Energy relative to the best compared isomer or geometry (same formula, charge and spin)   434.34 kJ/mol
Total energy   -270.3925 hartree